[1]
8
Properties=species:S:1:pos:R:3:forces:R:3:lowdin_charge:R:1 method="wB97M-V/def2-TZVPD" e_above_lowest_kcal_mol=82.7 orbital_gap_ev="8.786 / 6.037" charge=0
C 1.2547 -1.5916 1.2102 1.11 2.39 0.88 0.06
Si -1.4307 1.8705 -1.7587 -0.01 -1.52 0.18 -0.66
Br -1.9040 -0.4247 -1.9730 0.20 1.27 -0.03 0.05
I 0.9850 1.9862 -1.3825 -0.09 0.10 -0.12 0.31
I -2.5896 2.5814 0.2550 -0.07 0.13 -0.03 0.32
H 0.6442 -1.7233 0.3531 -0.61 -1.22 -0.27 -0.05
H 1.4707 -2.1967 2.1165 -0.48 0.35 -1.22 0.00
H 1.5697 -0.5019 1.1794 -0.03 -1.51 0.59 -0.02

***

[2]
11
Properties=species:S:1:pos:R:3:forces:R:3:lowdin_charge:R:1 method="wB97M-V/def2-TZVPD" orbital_gap_ev=7.327 charge=-1
O -2.6836 -1.2228 -1.1862 -0.08 -0.26 -0.02 0.04
N -2.7007 -0.2073 -0.6011 0.12 0.36 0.13 -0.08
O -1.8984 -0.2419 0.5479 -0.09 -0.13 -0.14 -0.16
C -0.5508 0.2551 0.1964 0.13 -0.45 0.76 -0.42
N 0.2174 0.3207 1.3840 -0.26 0.41 -0.73 -0.36
P 1.7768 0.4509 1.1885 -0.05 1.15 1.34 0.37
O 2.0499 1.1632 -0.3117 0.06 -0.20 0.02 -0.45
Br 2.4999 -1.7375 0.5589 0.36 -0.87 -0.63 -0.09
H -0.1358 -0.4846 -0.4997 -0.15 -0.01 -0.30 0.07
H -0.6816 1.2229 -0.2916 -0.08 0.10 -0.16 0.10
H 2.1069 0.4813 -0.9855 0.04 -0.11 -0.27 -0.02

***

[3]
9
Properties=species:S:1:pos:R:3:forces:R:3:lowdin_charge:R:1 method="wB97M-V/def2-TZVPD" e_above_lowest_kcal_mol=63.4 orbital_gap_ev=7.570 charge=-1
C -0.9642 -1.1195 -0.2654 1.75 2.55 0.65 -0.70
N 1.6061 0.1009 -0.4000 -1.42 1.87 -0.15 -0.15
O 0.0214 1.3080 1.5493 0.44 -1.04 -1.85 -0.45
O -0.4560 1.6993 -0.8306 0.18 1.09 -1.17 -0.43
S -0.0320 0.7715 0.1583 1.10 -3.25 2.01 0.48
Br -2.7149 -0.3263 -0.1861 -1.73 -0.36 0.05 0.39
H -0.7626 -1.4542 0.7622 -0.33 -0.25 0.18 -0.10
H 2.1761 -0.4418 0.2283 -0.36 0.01 0.79 0.01
H 1.1262 -0.5379 -1.0160 0.36 -0.62 -0.51 -0.04

***

[4]
7
Properties=species:S:1:pos:R:3:forces:R:3:lowdin_charge:R:1 method="wB97M-V/def2-TZVPD" e_above_lowest_kcal_mol=56.6 orbital_gap_ev=9.864 smiles="C=O.OBr" charge=0
C -2.0346 0.2754 0.1094 0.97 -3.13 -1.21 -0.11
O -0.9841 -0.3412 0.0815 -0.69 1.27 0.16 -0.02
O 2.5849 -0.8742 -0.0791 -0.11 0.41 -0.34 -0.64
Br 3.5732 0.5793 0.3730 0.27 0.09 0.24 0.65
H -2.7641 0.0616 -0.6843 -0.10 0.59 -0.32 0.08
H 2.0276 -0.4693 -0.7635 -0.20 -0.52 0.14 -0.02
H -2.4030 0.7685 0.9631 -0.15 1.29 1.34 0.06